(1)
DFT (ωB97M-V/def2-TZVPD) results for 8 unconnected molecules or ions with the total composition C6H27NO7 in a non-equilibrium geometry.

Calculated values
ΔE to the lowest compared entry with this formula, charge and spin: 19.3 kcal/mol
frontier orbital gap: 8.464 eV
HOMO energy: -8.68 eV
lowest unoccupied orbital energy: -0.22 eV

Element x y z (Å)
O 1.3368 2.7245 -2.8299
O -2.1899 -0.4432 -2.0145
O -0.4085 2.4767 -0.0665
O 0.3624 -0.4756 -3.4373
O -3.2989 1.8914 -1.0947
O 3.6938 0.6323 0.0487
O 1.7238 1.8894 1.5580
N -0.9723 -1.3585 0.4582
C -1.6388 -0.2320 1.1228
C 1.1373 -1.8937 -0.7909
C -0.9429 -1.7637 2.8905
C -0.8417 -2.4237 1.4535
C -1.2137 -0.2830 2.5914
C 0.3382 -0.8748 -0.0052
H -1.7191 -2.2395 3.4866
H 2.2358 2.6804 -2.4880
H -0.4456 3.2308 0.5055
H 0.9313 -0.5812 0.8783
H 3.9450 -0.2900 0.0129
H -3.1370 1.0158 -1.4963
H -0.2658 0.2532 2.6898
H -2.7161 -0.4015 0.9973
H 0.2129 -0.7433 -4.3383
H 0.0199 -1.8975 3.3812
H 2.2976 2.6564 1.6084
H -2.5160 2.0582 -0.5645
H 0.8344 2.5926 -2.0120
H 4.4400 1.2162 0.1884
H 0.6359 -2.3898 -1.6182
H -1.2781 -0.3585 -2.3294
H -2.1136 -1.1831 -1.3984
H -1.6636 -3.1241 1.3255
H 2.0192 -1.4655 -1.2741
H 0.3315 0.4918 -3.4273
H -1.9357 0.2558 3.2049
H 0.2262 0.0042 -0.6405
H -1.4772 0.7693 0.7087
H 0.1337 -2.8756 1.3396
H 2.2225 1.2307 1.0382
H 1.5103 -2.6989 -0.1504
H 0.1861 1.9265 0.4879

Atoms 1-2, force components in eV/Å:
0.0 -0.3 0.5
0.1 -0.3 -0.3

Results of the Mulliken charge analysis, in e, for atoms 1 through 8: number 1, O, carries -0.6596; number 2, O, carries -0.7817; number 3, O, carries -0.5552; number 4, O, carries -0.5693; number 5, O, carries -0.7085; number 6, O, carries -0.5976; number 7, O, carries -0.6409; number 8, N, carries -0.0630

---

(2)
DFT (ωB97M-V/def2-TZVPD) results for 5 unconnected molecules or ions with the total composition C42H58IN4O2P in a non-equilibrium geometry.

Calculated values
frontier orbital gap: 7.614 eV
HOMO energy: -8.22 eV
lowest unoccupied orbital energy: -0.61 eV

Element x y z (Å)
I -5.5701 -0.0044 2.8564
P 3.9752 5.5210 1.0361
O 1.0778 4.7108 -0.0243
O 0.4629 4.7721 4.8766
N -1.9765 -4.5325 2.7107
N -2.0962 -5.0684 -5.5047
N 3.1365 -1.9433 -3.1532
N -2.2837 7.7872 -7.3427
C 2.3232 4.9289 3.3131
C 0.3884 -1.5289 0.6726
C -0.3985 0.7316 1.5923
C 0.3389 -4.1238 -2.0302
C 2.8797 -2.1209 1.1588
C -2.1392 -4.5035 6.1765
C -0.2027 6.6852 -4.7924
C -1.1262 -0.4641 3.7800
C 1.3541 4.2462 1.0507
C -0.4974 2.8641 -2.8930
C 0.5015 3.0438 3.1465
C 0.3565 1.8961 -0.6723
C 1.0042 -4.6795 -3.2832
C -4.4832 -4.7049 -4.4521
C 1.0213 4.3046 3.9166
C -4.4318 -4.9515 -2.9414
C 2.5254 -4.5034 -3.2775
C -0.5729 2.7355 -1.4476
C -1.3297 7.7781 -6.7041
C -2.9776 -5.1471 5.0685
C 1.7134 -1.0323 1.3587
C -1.3724 6.9142 -3.8413
C 2.8721 -3.0598 -3.2071
C 1.3581 1.1611 -1.4272
C -0.6892 -4.9756 6.1741
C -4.0007 -6.3703 -2.5857
C 4.2458 -1.2880 1.0954
C 5.3921 5.2491 2.2726
C 1.4209 1.2608 -2.8846
C -0.8429 -0.5005 0.7503
C -3.4217 0.4605 2.7718
C -3.1378 -4.9098 -5.0486
C 2.4680 4.8774 1.9590
C 4.2874 4.1511 -0.2446
C -2.4134 -4.8030 3.7380
C -2.6875 -0.6782 3.5849
C 0.5113 2.1185 -3.6384
C -0.0956 1.9167 3.8534
C -0.0961 7.7624 -5.8752
C 0.2046 1.8727 0.8599
C 0.6560 2.9908 1.6749
C -0.5294 0.7696 3.0388
H 3.9318 3.1967 0.2479
H 2.1647 0.6767 -3.4696
H 4.1151 -0.3136 1.6496
H -2.3306 6.8755 -4.3642
H 3.6977 4.3183 -1.1773
H 2.7122 -2.7310 0.2397
H -1.7813 -0.9852 1.1241
H 2.0887 0.4950 -0.9248
H 2.9371 -2.7279 2.1014
H -5.4208 -4.7628 -2.5170
H -5.1909 -5.3866 -4.9286
H -0.6108 -1.3694 3.3422
H -4.0073 -4.7884 5.1199
H 0.0570 -2.4515 1.2235
H 5.0963 -1.8113 1.5932
H 0.7316 -4.6047 -1.1298
H 0.7612 7.5634 -6.5208
H -4.6771 -7.1076 -3.0258
H -1.3584 3.3240 -0.9193
H -0.1385 -4.5144 6.9958
H -2.8419 -1.6859 3.1177
H -3.1218 0.4914 1.6975
H -3.7416 -4.2433 -2.4750
H -0.1955 1.9677 4.9569
H -3.2085 1.4404 3.2582
H -4.8085 -3.6832 -4.6556
H -2.9910 -6.2334 5.1794
H -4.0064 -6.5083 -1.5030
H 6.3070 5.8223 1.9947
H 2.9685 -5.0172 -2.4215
H 2.9563 -4.9272 -4.1863
H -3.1439 -0.7314 4.6101
H 0.6387 -1.7916 -0.3834
H 0.5774 -4.1853 -4.1595
H 5.3823 3.9959 -0.4286
H -0.7386 -4.2966 -2.0644
H -0.3118 5.7019 -5.2585
H 0.7695 -5.7431 -3.3690
H -1.2083 3.5402 -3.4285
H -0.8021 -0.4193 4.8506
H -0.6299 -6.0606 6.2922
H 0.0417 8.7473 -5.4239
H -1.2900 7.8849 -3.3458
H 1.6235 -0.9170 2.4753
H 0.5802 2.2084 -4.7419
H 5.5837 4.1366 2.2552
H -1.3920 6.1406 -3.0712
H -2.1586 -3.4153 6.0695
H -2.9876 -6.5821 -2.9344
H 0.7253 6.6661 -4.2159
H -1.0673 -0.1687 -0.3009
H 0.4921 -3.0467 -1.9393
H 3.0870 5.3888 3.9729
H 5.1042 5.5232 3.3161
H 4.4211 -1.0331 0.0215
H 2.1257 -0.0902 0.9061
H -2.5888 -4.7389 7.1442
H -0.1788 -4.7023 5.2479

Atoms 1-2, force components in eV/Å:
0.9 0.4 -0.1
0.1 0.5 -0.2

Results of the Mulliken charge analysis, in e, for atoms 1 through 8: number 1, I, carries -0.0331; number 2, P, carries 0.1025; number 3, O, carries -0.5041; number 4, O, carries -0.5350; number 5, N, carries -0.4261; number 6, N, carries -0.4304; number 7, N, carries -0.4703; number 8, N, carries -0.4161

---

(3)
DFT (ωB97M-V/def2-TZVPD) results for C6H9N in the gas phase.

Calculated values
ΔE to the lowest compared entry with this formula, charge and spin: 87.9 kcal/mol
frontier orbital gap: 9.141 eV
HOMO energy: -8.06 eV
lowest unoccupied orbital energy: 1.08 eV

Element x y z (Å)
N -1.6295 -0.3769 -1.2244
C -0.1900 1.1802 0.0595
C -0.8337 -0.8689 -0.1043
C 1.5477 -0.6768 0.9756
C 0.5315 -0.1547 0.0149
C 0.7451 0.8463 -1.0711
C -1.5312 0.4241 -0.0121
H -0.0144 2.0095 0.7346
H -2.2793 0.4482 0.7635
H 1.0601 -0.9236 1.9282
H 1.7004 1.3653 -1.0020
H 2.0307 -1.5837 0.5956
H 2.3131 0.0797 1.1704
H -2.5210 -0.8575 -1.2929
H 0.3820 0.6860 -2.0808
H -1.1694 -1.6186 0.5975

Atoms 1-2, force components in eV/Å:
-0.1 0.0 -0.2
0.0 0.2 0.2

Results of the Mulliken charge analysis, in e, for atoms 1 through 8: number 1, N, carries -0.6357; number 2, C, carries -0.4585; number 3, C, carries -0.3956; number 4, C, carries -1.4351; number 5, C, carries 1.0056; number 6, C, carries -0.8246; number 7, C, carries -0.1943; number 8, H, carries 0.3653

---

(4)
DFT (ωB97M-V/def2-TZVPD) results for C3H8IP in the gas phase.

Calculated values
ΔE to the lowest compared entry with this formula, charge and spin: 28.6 kcal/mol
frontier orbital gap: 9.798 eV
HOMO energy: -9.21 eV
lowest unoccupied orbital energy: 0.58 eV

Element x y z (Å)
I -0.0204 -0.8727 -2.3021
P -2.1580 -0.1323 0.6307
C 1.4705 -0.4721 0.3225
C -0.6741 0.8758 0.1833
C 0.5243 0.3179 -0.5814
H 2.0612 -1.2051 -0.2194
H 0.9038 -0.9998 1.0910
H 1.0448 1.1503 -1.0460
H -1.4645 -1.3262 0.9361
H 2.1551 0.2156 0.8233
H -2.5061 -0.5376 -0.6741
H -1.0502 1.7720 -0.3153
H -0.2862 1.2144 1.1513

Atoms 1-2, force components in eV/Å:
0.0 0.1 0.0
0.1 0.0 0.0

Results of the Mulliken charge analysis, in e, for atoms 1 through 8: number 1, I, carries 0.0227; number 2, P, carries 0.0486; number 3, C, carries -1.1547; number 4, C, carries -0.9774; number 5, C, carries -0.1767; number 6, H, carries 0.3935; number 7, H, carries 0.2925; number 8, H, carries 0.4138

---

(5)
DFT (ωB97M-V/def2-TZVPD) results for C3H5ClOS in the gas phase in a non-equilibrium geometry.

Calculated values
ΔE to the lowest compared entry with this formula, charge and spin: 11.4 kcal/mol
frontier orbital gap: 9.277 eV
HOMO energy: -9.14 eV
lowest unoccupied orbital energy: 0.14 eV

Element x y z (Å)
Cl 0.7829 -0.3907 -2.6334
S -0.2329 1.9502 0.6363
O -0.2025 -0.6694 0.1719
C -1.2669 -0.7500 1.1137
C 1.3544 0.4486 -1.1591
C 0.2461 0.5559 -0.0740
H -1.5355 -1.7945 1.2004
H -0.9539 -0.3984 2.0885
H 2.1466 -0.1737 -0.7161
H 1.7985 1.4029 -1.4275
H -2.1367 -0.1810 0.7994

Atoms 1-2, force components in eV/Å:
0.1 0.2 0.2
0.3 -0.5 -0.3

Results of the Mulliken charge analysis, in e, for atoms 1 through 8: number 1, Cl, carries -0.1791; number 2, S, carries -0.2472; number 3, O, carries -0.2705; number 4, C, carries -0.7856; number 5, C, carries -0.3860; number 6, C, carries 0.3107; number 7, H, carries 0.2453; number 8, H, carries 0.3595

---

(6)
DFT (ωB97M-V/def2-TZVPD) results for a molecular structure, C26H27N7RuSe2.

Calculated values
frontier orbital gap (alpha / beta): 5.569 / 5.556 eV
total charge: +2
HOMO energy (alpha / beta): -14.07 / -14.06 eV
lowest unoccupied orbital energy (alpha / beta): -8.50 / -8.51 eV

Element x y z (Å)
Ru 0.1422 -0.3915 -0.5373
Se -0.3071 4.6052 -0.9314
Se -0.0291 0.2271 -2.8231
N -0.2156 2.8426 -0.8547
N 0.2239 -1.6135 0.9142
N -1.9517 -0.4227 -0.0198
N 0.4557 4.8551 0.6280
N 0.5904 1.2360 0.6816
N 2.2226 -0.9723 -0.7660
N -2.6474 3.7553 -4.4780
C -3.1412 -1.5044 3.3772
C -2.6889 -1.3141 -0.9639
C -3.1672 -1.0045 2.0812
C 2.3176 -1.7783 -2.0276
C 1.5644 2.1248 2.7227
C 3.8927 -3.5178 1.4193
C -2.5491 1.5337 -3.5859
C 3.2188 0.1283 -0.8355
C -2.5943 0.9186 -0.0112
C 1.3880 -2.3778 1.0598
C 0.3554 2.5455 0.2859
C 0.7333 3.6589 1.1199
C 3.7431 -2.4634 0.5297
C 2.7838 -4.0602 2.0552
C -1.9584 -1.9859 3.9161
C -2.0140 -1.0126 1.3229
C -0.5312 2.7682 -3.9327
C -0.8099 -2.0400 3.1466
C 1.3548 3.4228 2.3733
C -1.3173 3.8039 -4.4159
C -0.8467 -1.5983 1.8216
C -1.1714 1.6229 -3.4812
C 1.5326 -3.5002 1.8799
C -3.2388 2.6354 -4.0891
C 1.1766 1.0786 1.8539
C 2.4898 -1.9206 0.3186
H 3.3204 0.5979 0.1398
H 4.8722 -3.9476 1.5784
H 2.2604 -1.1090 -2.8839
H 0.1116 -2.3848 3.5894
H 1.5021 -2.5015 -2.0685
H 3.2638 -2.3175 -2.0556
H -4.0432 -1.4908 3.9737
H -4.3187 2.6036 -4.1823
H 4.6022 -2.1018 -0.0189
H -2.1476 -2.2522 -1.0862
H -3.0969 0.6464 -3.3072
H -2.7717 -0.8257 -1.9268
H -2.3944 1.4039 -0.9617
H -3.6846 -1.5295 -0.5742
H 2.0311 1.8570 3.6595
H -0.8535 4.7175 -4.7714
H 4.1916 -0.2445 -1.1544
H -2.1728 1.5129 0.7954
H -4.0877 -0.5954 1.6886
H 0.5468 2.8653 -3.9132
H 2.8964 -4.9281 2.6901
H 1.6400 4.2556 3.0022
H 2.8686 0.8600 -1.5600
H 1.3854 0.0629 2.1635
H -1.9284 -2.3217 4.9435
H -3.6707 0.8317 0.1352
H 0.6710 -3.9496 2.3503

Atoms 1-2, force components in eV/Å:
0.0 -0.2 0.3
0.0 0.0 0.0

Results of the Mulliken charge analysis, in e, for atoms 1 through 8: number 1, Ru, carries -0.0318; number 2, Se, carries 0.3917; number 3, Se, carries -0.1193; number 4, N, carries -0.0206; number 5, N, carries 0.3586; number 6, N, carries 1.5116; number 7, N, carries -0.7671; number 8, N, carries 1.1735